No. 1
104
Properties=species:S:1:pos:R:3 method="wB97M-V/def2-TZVPD" homo_energy_ev=-8.45 total_charge=0 total_energy_ha=-3492.02854 gap_ev=8.589
Mg -0.854 -1.872 2.369
N 0.292 0.189 0.365
O 0.071 1.274 -0.101
O -0.305 -0.227 1.346
O 1.223 -0.474 -0.053
C -2.517 -3.460 -0.006
O -3.384 -4.213 0.890
O -1.597 -2.836 0.811
C -2.081 -4.240 -1.331
F -1.042 -3.621 -1.985
F -1.619 -5.407 -1.039
F -3.047 -4.391 -2.287
C -4.776 -4.229 0.466
C -5.568 -4.954 1.633
H -5.415 -6.032 1.578
H -5.356 -4.553 2.624
H -6.615 -4.758 1.404
H -4.965 -4.788 -0.450
H -5.210 -3.236 0.347
H -3.077 -2.617 -0.413
C -4.464 3.110 -3.692
O -3.372 2.399 -4.048
C -2.959 1.316 -3.268
O -3.478 0.918 -2.270
O -1.812 0.864 -3.687
C -1.230 -0.266 -3.138
H -5.283 2.402 -3.563
H -4.693 3.960 -4.334
H -4.318 3.485 -2.679
H -0.402 -0.495 -3.809
H -1.924 -1.094 -2.997
H -0.791 0.101 -2.210
C 8.179 -1.429 1.885
O 6.927 -0.712 1.957
C 6.169 -0.528 0.804
O 6.335 -1.041 -0.294
O 5.174 0.320 1.114
C 4.299 0.728 0.052
H 8.825 -1.270 2.749
H 8.687 -1.123 0.970
H 7.904 -2.484 1.892
H 4.832 1.196 -0.776
H 3.655 1.526 0.422
H 3.734 -0.114 -0.348
C 4.484 -3.276 2.423
O 3.165 -2.827 2.661
C 2.073 -3.217 1.928
O 0.903 -2.929 2.225
O 2.428 -3.859 0.839
C 1.517 -4.046 -0.182
H 5.175 -3.134 3.254
H 4.937 -2.813 1.546
H 4.417 -4.349 2.246
H 0.905 -3.168 -0.388
H 0.733 -4.742 0.117
H 2.051 -4.320 -1.092
C -4.304 1.531 4.682
O -3.378 0.525 4.325
C -3.310 -0.013 3.140
O -2.528 -0.966 2.865
O -4.098 0.578 2.257
C -4.339 -0.059 0.973
H -4.174 2.574 4.393
H -4.313 1.622 5.768
H -5.278 1.238 4.291
H -3.404 -0.300 0.468
H -4.861 0.661 0.342
H -4.920 -0.978 0.891
C -1.031 3.848 -1.866
O -1.190 5.077 -2.556
C -1.217 6.270 -1.964
O -1.175 6.418 -0.776
O -1.274 7.240 -2.962
C -1.479 8.589 -2.551
H -1.923 3.348 -1.489
H -0.425 4.041 -0.980
H -0.578 3.123 -2.542
H -2.516 8.807 -2.806
H -0.826 9.268 -3.099
H -1.354 8.816 -1.493
C 1.956 1.304 -2.914
O 2.931 1.886 -3.712
C 3.039 1.555 -4.983
O 2.521 0.541 -5.449
O 3.962 2.365 -5.574
C 4.252 2.235 -6.924
H 2.037 0.226 -2.772
H 0.980 1.444 -3.379
H 1.970 1.721 -1.907
H 3.401 2.031 -7.574
H 4.922 1.399 -7.119
H 4.702 3.186 -7.209
C 2.316 0.278 3.118
O 2.032 -0.099 4.426
C 0.805 -0.598 4.777
O 0.028 -0.998 3.939
O 0.699 -0.611 6.158
C -0.449 -1.122 6.687
H 2.342 -0.621 2.502
H 3.289 0.741 2.950
H 1.583 1.012 2.783
H -1.272 -0.525 6.295
H -0.399 -1.142 7.776
H -0.690 -2.119 6.317



No. 2
9
Properties=species:S:1:pos:R:3 method="wB97M-V/def2-TZVPD" homo_energy_ev="-10.06 / -9.93" total_charge=0 total_energy_ha=-1009.38078 relative_energy_kj_mol=537.0 gap_ev="8.366 / 8.428"
C 2.767 0.829 -0.753
C 0.133 0.108 -0.018
N 3.473 0.904 -1.650
O 2.721 -1.041 2.213
P 1.739 0.642 0.682
Cl 1.521 2.488 1.339
H 0.231 -0.936 -0.307
H -0.636 0.189 0.751
H -0.139 0.716 -0.882



No. 3
14
Properties=species:S:1:pos:R:3 method="wB97M-V/def2-TZVPD" homo_energy_ev=-12.52 total_charge=+1 total_energy_ha=-609.71494 relative_energy_kj_mol=407.0 gap_ev=6.673
C -0.560 0.840 1.461
C -0.360 0.852 0.166
C -0.703 2.253 1.062
C 0.150 -1.988 -0.150
N 0.844 -2.095 -1.246
S 0.008 0.728 -1.565
H -0.568 0.072 2.220
H -1.621 2.664 0.925
H 0.114 2.776 1.502
H -0.915 -2.021 -0.302
H 0.647 -2.181 0.779
H 1.867 -2.015 -1.216
H 0.527 1.862 -1.466
H 0.571 -1.747 -2.170



No. 4
26
Properties=species:S:1:pos:R:3 method="wB97M-V/def2-TZVPD" homo_energy_ev=-12.05 total_charge=+1 total_energy_ha=-821.12773 relative_energy_kj_mol=406.9 gap_ev=8.260
C -0.225 -0.557 1.467
C -1.267 -1.446 1.424
C -2.673 0.937 -1.017
C -0.868 -0.768 -0.605
C 3.409 1.546 -0.119
C -2.729 -2.468 -0.463
C 2.323 0.593 0.445
C 0.968 0.854 -0.190
N 0.035 -0.142 0.221
N -1.654 -1.574 0.110
S -3.358 2.074 -0.061
H 0.394 -0.247 2.248
H -1.778 -2.044 2.230
H -3.155 1.048 -1.966
H -0.892 -0.587 -1.614
H 4.457 1.343 -0.014
H 3.353 1.785 -1.242
H 3.173 2.492 0.255
H -2.709 -3.420 0.147
H -3.575 -1.969 -0.137
H -2.466 -2.651 -1.516
H 2.128 0.537 1.580
H 2.785 -0.295 0.254
H 0.793 1.950 0.082
H 0.962 0.643 -1.203
H -2.538 1.836 1.183